Arrangement a

C6H15AsGaNO5S | the ωB97M-V functional and the def2-TZVPD basis

XYZ file:
```
30
Properties=species:S:1:pos:R:3:mulliken_charge:R:1
Ga 0.19 0.18 0.87 0.464
O 2.45 2.83 2.09 -0.620
S 2.32 1.86 1.03 1.142
O 3.30 1.84 -0.03 -0.619
O 2.10 0.39 1.62 -0.592
O 0.84 1.98 0.33 -0.466
N -3.72 1.57 0.10 -0.380
C -2.62 0.90 0.43 0.576
O -1.82 0.45 -0.43 -0.666
C -2.31 0.95 1.91 -0.619
C -1.21 0.05 2.39 -0.844
H -3.99 1.55 -0.88 0.267
H -4.36 1.96 0.78 0.205
H -3.27 0.68 2.40 0.421
H -2.01 2.02 2.15 0.286
H -1.48 -1.03 2.36 0.314
H -0.73 0.39 3.34 0.363
C -0.19 -2.55 -1.69 -0.975
As 0.96 -1.21 -0.88 0.585
C 2.76 -1.95 -0.74 -0.982
C 1.15 0.28 -2.22 -1.110
H 0.11 -2.82 -2.70 0.360
H -1.21 -2.19 -1.72 0.333
H -0.13 -3.44 -1.04 0.357
H 3.09 -2.10 -1.74 0.397
H 2.78 -2.91 -0.20 0.372
H 3.41 -1.25 -0.20 0.300
H 1.23 -0.17 -3.22 0.419
H 2.08 0.81 -2.02 0.367
H 0.28 0.93 -2.06 0.343
```

Highest occupied orbital energy = -9.07 eV
2S+1 = 1
E_LUMO = 0.2 eV
Orbital gap = 9.26 eV
Net charge = 0

=====

Arrangement b

C6H15AsGaNO5S | the ωB97M-V functional and the def2-TZVPD basis

XYZ file:
```
30
Properties=species:S:1:pos:R:3:mulliken_charge:R:1
Ga -9.92 0.20 1.32 0.476
O -12.43 2.64 1.56 -0.589
S -11.68 1.68 2.39 1.147
O -11.91 1.55 3.82 -0.614
O -11.77 0.20 1.68 -0.335
O -10.11 1.88 2.19 -0.435
N -9.45 -2.24 -1.63 -0.262
C -9.23 -1.33 -0.72 0.601
O -9.92 -0.21 -0.57 -0.403
C -8.16 -1.62 0.30 -0.535
C -8.60 -1.10 1.70 -0.929
H -10.31 -2.19 -2.16 0.240
H -8.77 -3.02 -1.75 0.264
H -7.20 -1.06 0.08 0.283
H -7.88 -2.69 0.34 0.310
H -7.85 -0.57 2.28 0.424
H -9.03 -1.83 2.41 0.374
C -15.97 -1.46 -1.81 -0.975
As -14.62 -0.07 -2.35 0.243
C -14.62 0.81 -0.55 -1.127
C -12.99 -1.25 -2.11 -1.293
H -16.54 -1.00 -0.96 0.257
H -15.49 -2.37 -1.47 0.289
H -16.66 -1.71 -2.58 0.360
H -14.21 0.05 0.12 0.298
H -15.68 1.08 -0.31 0.388
H -14.03 1.68 -0.59 0.386
H -12.72 -1.44 -1.04 0.334
H -12.08 -0.80 -2.53 0.403
H -13.03 -2.23 -2.64 0.422
```

Highest occupied orbital energy = -8.54 eV
2S+1 = 1
E_LUMO = -0.4 eV
Orbital gap = 8.19 eV
Net charge = 0

=====

Energies relative to the most stable structure are arrangement a 0.0; arrangement b 98.6, reported in kJ/mol.